(1)
{
  "formula": "C5H8BNO3",
  "method": "the ωB97M-V functional and the def2-TZVPD basis",
  "symbols": ["B", "C", "C", "C", "C", "C", "N", "O", "O", "O", "H", "H", "H", "H", "H", "H", "H", "H"],
  "coordinates": [[1.85, 0.35, 0.06], [-3.41, 0.01, 0.01], [-3.10, 1.18, 0.65], [-1.19, 0.31, 0.05], [-2.19, -0.54, -0.50], [4.07, -0.29, 0.57], [-1.97, -1.76, -1.21], [-1.80, 1.37, 0.62], [2.28, 1.50, -0.55], [2.61, -0.40, 0.78], [-4.34, -0.32, -0.33], [-3.55, 2.03, 1.30], [4.64, -0.54, 1.39], [4.32, 0.73, 0.26], [4.25, -0.98, -0.22], [-2.82, -2.25, -1.11], [-1.36, -2.36, -0.62], [1.71, 1.96, -1.15]],
  "total_energy_ha": -500.51669,
  "homo_lumo_gap_ev": [7.336, 6.752],
  "e_lumo_ev": [-0.2, -0.5]
}


(2)
{
  "formula": "C5H8Br2",
  "method": "the ωB97M-V functional and the def2-TZVPD basis",
  "symbols": ["C", "C", "C", "C", "C", "Br", "Br", "H", "H", "H", "H", "H", "H", "H", "H"],
  "coordinates": [[1.71, 1.08, 1.71], [1.58, 0.70, 0.48], [-1.87, -1.22, -0.84], [-0.33, -0.89, -0.53], [0.01, 0.61, -0.30], [0.29, 1.42, -2.16], [-1.14, 1.69, 0.71], [2.69, 1.06, 2.13], [1.04, 1.51, 2.43], [2.32, 0.69, -0.26], [-2.10, -1.06, -1.82], [-1.89, -2.24, -0.50], [-2.40, -0.49, -0.18], [-0.13, -1.36, 0.47], [0.23, -1.49, -1.34]],
  "total_energy_ha": -5343.25859,
  "homo_lumo_gap_ev": 10.398,
  "e_lumo_ev": 0.5
}


(3)
{
  "formula": "C5H8Br2ClO4P",
  "method": "the ωB97M-V functional and the def2-TZVPD basis",
  "symbols": ["C", "C", "C", "C", "Br", "C", "Cl", "Br", "O", "P", "O", "O", "O", "H", "H", "H", "H", "H", "H", "H", "H"],
  "coordinates": [[-1.23, -0.38, -0.59], [0.12, -0.07, 0.28], [1.26, -0.18, -0.71], [0.28, 1.40, 0.83], [-0.55, 2.81, -0.15], [0.21, -1.01, 1.39], [-1.32, -0.60, 2.57], [1.70, -0.46, 2.73], [0.09, -2.23, 1.27], [1.30, -3.44, 0.23], [2.56, -2.71, 0.45], [1.08, -4.67, 1.06], [0.64, -3.38, -1.10], [-2.01, 0.20, -0.43], [-0.88, -0.37, -1.63], [-1.45, -1.44, -0.39], [1.35, 0.77, -1.26], [2.23, -0.37, -0.32], [1.05, -0.94, -1.47], [1.44, 1.72, 0.83], [-0.23, 1.47, 1.84]],
  "total_energy_ha": -6445.97469,
  "total_charge": -2,
  "homo_lumo_gap_ev": 5.457,
  "smiles": "CC(C)(CBr)[C@](Cl)(Br)OP(=O)([O-])[O-]",
  "e_lumo_ev": 4.5
}


(4)
{
  "formula": "C5H8Br2FO4PTb",
  "method": "the ωB97M-V functional and the def2-TZVPD basis",
  "symbols": ["C", "C", "Br", "C", "Br", "O", "P", "O", "O", "O", "C", "C", "F", "H", "H", "H", "H", "H", "H", "H", "H", "Tb"],
  "coordinates": [[1.40, -1.69, 0.67], [2.62, -0.99, -0.01], [3.88, -2.15, -0.91], [2.80, 0.43, 0.05], [4.38, 1.19, -0.76], [1.84, 1.19, 0.70], [0.65, 1.77, -0.37], [1.36, 2.10, -1.66], [0.02, 3.14, 0.35], [-0.57, 0.65, -0.77], [-1.65, 0.62, 0.17], [-2.57, -0.65, -0.21], [-3.89, -0.51, 0.45], [0.99, -2.50, 0.01], [0.57, -0.98, 0.91], [1.74, -2.19, 1.62], [-0.94, 3.22, 0.17], [-2.34, 1.50, 0.08], [-1.34, 0.46, 1.24], [-2.70, -0.61, -1.35], [-2.07, -1.64, 0.07], [-4.16, -2.36, -0.46]],
  "total_energy_ha": -6908.60045,
  "total_charge": 3,
  "homo_lumo_gap_ev": [6.878, 4.227],
  "e_lumo_ev": [-11.5, -14.1],
  "spin_multiplicity": 7
}


(5)
{
  "formula": "C5H8Br2N",
  "method": "the ωB97M-V functional and the def2-TZVPD basis",
  "symbols": ["C", "C", "N", "C", "Br", "C", "C", "Br", "H", "H", "H", "H", "H", "H", "H", "H"],
  "coordinates": [[-0.56, -1.52, -0.98], [-0.44, -1.66, 0.58], [0.75, -1.06, 1.18], [1.04, 0.12, 0.69], [2.77, 0.21, -0.37], [0.33, 1.25, 0.84], [0.75, 2.58, 0.19], [-1.29, 1.32, 1.89], [0.38, -1.26, -1.48], [-1.39, -0.83, -1.20], [-0.87, -2.50, -1.37], [-0.40, -2.74, 0.83], [-1.40, -1.29, 1.01], [1.14, 2.36, -0.81], [1.46, 3.13, 0.83], [-0.18, 3.15, 0.03]],
  "total_energy_ha": -5398.08709,
  "total_charge": -1,
  "homo_lumo_gap_ev": 6.253,
  "e_lumo_ev": 3.3
}


(6)
{
  "formula": "C5H8Br4O4",
  "method": "the ωB97M-V functional and the def2-TZVPD basis",
  "symbols": ["C", "C", "C", "C", "C", "O", "O", "O", "O", "Br", "Br", "Br", "Br", "H", "H", "H", "H", "H", "H", "H", "H"],
  "coordinates": [[0.39, 1.68, -0.26], [0.90, -0.58, -1.09], [0.24, 0.13, 0.00], [-1.73, -0.39, -0.44], [0.51, -0.37, 1.39], [-0.04, 2.42, 0.83], [0.70, -1.99, -1.14], [-1.84, -1.69, -0.60], [0.21, 0.34, 2.47], [-3.04, 0.36, 0.82], [-2.06, 0.61, -2.24], [2.63, -0.47, 1.58], [-0.20, -2.28, 1.81], [1.45, 1.64, -0.46], [-0.21, 1.88, -1.09], [2.00, -0.24, -1.12], [0.50, -0.29, -2.17], [-1.02, 2.31, 1.01], [1.30, -2.24, -0.32], [-1.23, -2.13, -1.23], [0.53, 1.29, 2.26]],
  "total_energy_ha": -10792.21600,
  "homo_lumo_gap_ev": 8.736,
  "e_lumo_ev": -0.8
}